## P
This record from the OMol25 dataset describes the molecule C2H3NOS2. The level of theory is ωB97M-V/def2-TZVPD.

Its HOMO energy is -0.336 hartree. The LUMO energy comes out at -0.296 eV. The charge is 0. Its SMILES is O=CS/C=N\S.

The geometry in XYZ format:
```
9
C2H3NOS2 ωB97M-V/def2-TZVPD
O -3.0489 -0.7117 -0.4183
H -2.2914 1.0880 0.4783
C 0.6991 0.6712 0.0340
N 1.9583 0.6608 -0.1131
H 0.0482 1.5100 -0.1633
C -2.0840 -0.0397 0.0287
S 2.9049 -0.7237 -0.0994
S -0.3705 -0.6508 0.3699
H 2.1843 -1.8039 -0.1166
```

## Q
This record from the OMol25 dataset describes the molecule C2H3NOS2. The level of theory is ωB97M-V/def2-TZVPD.

Its HOMO energy (alpha / beta) is -0.309 / -0.310 hartree. The LUMO energy (alpha / beta) comes out at -2.241 / -2.330 eV. The charge is 0.

The geometry in XYZ format:
```
9
C2H3NOS2 ωB97M-V/def2-TZVPD
H 0.2950 -1.5915 0.0115
H 0.2744 -0.6080 -1.4654
H 0.0641 2.2733 1.2035
S 2.0999 0.1891 0.6385
C 0.4792 0.4995 0.4406
C -0.1947 -0.6397 -0.3731
O -2.0269 1.0256 0.1069
N -0.3004 1.4225 0.9077
S -1.9510 -0.5584 0.1017
```

## R
This record from the OMol25 dataset describes the molecule C2H3NOS2. The level of theory is ωB97M-V/def2-TZVPD.

Its HOMO energy is -0.340 hartree. The LUMO energy comes out at -0.458 eV. The charge is 0. Its SMILES is O=CN(S)C=S.

The geometry in XYZ format:
```
9
C2H3NOS2 ωB97M-V/def2-TZVPD
H -1.5746 1.6583 0.0991
H 2.1801 0.6718 -0.1559
N 0.0874 0.2133 0.0002
H -0.3736 -1.7234 0.2250
S -2.4461 -0.5300 -0.0654
C -0.8582 -0.7765 0.0361
O 1.8103 -1.2755 -0.0301
S -0.2642 1.8966 -0.0222
C 1.4388 -0.1347 -0.0866
```

Bottom line: R, by a margin of 1.326 eV.

## P
This record from the OMol25 dataset describes the molecule C2H3NOS2. The level of theory is ωB97M-V/def2-TZVPD.

Its HOMO energy is -0.322 hartree. The LUMO energy comes out at 0.070 eV. The charge is 0. Its SMILES is S=C1NSCO1.

The geometry in XYZ format:
```
9
C2H3NOS2 ωB97M-V/def2-TZVPD
O 0.4576 0.9664 -0.1732
H 0.3559 -2.1660 -0.1657
S 2.7332 -0.3352 -0.0965
H -1.1714 1.2200 1.0798
C 1.1106 -0.2190 -0.0766
S -1.4511 -0.7916 -0.1821
C -0.9331 0.9186 0.0688
H -1.3191 1.6189 -0.6471
N 0.2174 -1.2122 0.1926
```

## Q
This record from the OMol25 dataset describes the molecule C2H3NOS2. The level of theory is ωB97M-V/def2-TZVPD.

Its HOMO energy is -0.341 hartree. The LUMO energy comes out at -0.611 eV. The charge is 0. Its SMILES is O=CN(S)C=S.

The geometry in XYZ format:
```
9
C2H3NOS2 ωB97M-V/def2-TZVPD
N -0.0848 -0.2304 0.1186
S -1.6637 -1.0774 0.0143
H 1.0079 -2.0330 -0.2649
H -2.2405 0.2540 0.6005
S 2.5396 -0.1765 0.0924
O -1.2419 1.4733 0.0722
C -0.1843 0.9732 -0.1727
C 1.1170 -0.8790 -0.1045
H 0.7507 1.6959 -0.3559
```

## R
This record from the OMol25 dataset describes the molecule C2H3NOS2. The level of theory is ωB97M-V/def2-TZVPD.

Its HOMO energy (alpha / beta) is -0.306 / -0.316 hartree. The LUMO energy (alpha / beta) comes out at -0.983 / -1.535 eV. The charge is 0.

The geometry in XYZ format:
```
9
C2H3NOS2 ωB97M-V/def2-TZVPD
H -1.2170 -0.3570 1.7892
C -0.3665 -0.1793 1.0804
O 1.1124 -0.4109 -1.5102
H -0.6343 0.3948 -2.1651
C -0.8099 0.0076 -0.2466
H -1.8078 0.2788 -0.3139
S 1.1398 -0.1684 1.9001
N -0.1191 0.0101 -1.4244
S 2.7025 0.4244 0.8906
```

Bottom line: P, by a margin of 1.900 eV.

## P
This record from the OMol25 dataset describes a structure of composition C19H36I2LaN2O3PS2. The level of theory is ωB97M-V/def2-TZVPD.

Its HOMO energy is -0.281 hartree. The LUMO energy comes out at -2.536 eV. The charge is 0.

The geometry in XYZ format:
```
66
C19H36I2LaN2O3PS2 ωB97M-V/def2-TZVPD
H -1.2745 -13.6268 -8.3650
H 1.6180 -20.3048 -4.7117
C 1.0145 -13.2852 -4.9206
H 0.4706 -14.1684 -2.9515
C 1.3064 -13.0583 -9.5182
C 3.2221 -15.4168 -5.8773
H 0.7849 -10.9619 -6.8101
O -0.0148 -18.0233 -4.8664
H 4.8003 -14.2069 -7.7602
H 2.0306 -14.7308 -3.5944
O -4.8254 -14.7597 -3.9281
H -5.6623 -15.0378 -2.0683
La -1.5566 -16.7386 -6.5086
C 0.3242 -21.4273 -5.9471
H -1.0911 -12.1882 -9.4387
H 3.6601 -12.8717 -8.1707
H 1.1191 -12.3394 -10.3007
H 2.4877 -16.0802 -5.3980
C 0.6875 -12.6412 -8.2013
H 2.8382 -16.6505 -7.6070
C -3.2832 -19.0616 -8.1671
H 2.1121 -11.4219 -5.2236
H 2.1348 -11.0670 -7.9250
S -2.6736 -16.2789 -3.8346
H 0.8366 -13.9919 -9.8365
H 0.5417 -15.3217 -4.2940
C 0.5697 -20.4425 -4.8559
H -0.5333 -12.0690 -4.0173
H -1.3976 -12.0050 -7.6553
N -0.5720 -19.3496 -6.6366
H -2.6270 -19.9599 -8.3306
C 1.0471 -11.1481 -7.9003
H 0.6097 -10.4621 -8.6812
C -5.6003 -15.6480 -3.0495
H -1.1436 -13.4630 -5.0991
H -5.1076 -16.6576 -2.9284
H 1.6392 -15.7818 -8.6309
H 3.3879 -15.6069 -8.9855
C 1.0411 -14.4403 -3.8990
C 3.8831 -13.5904 -7.3510
H -4.2311 -19.0560 -8.7300
C -0.3851 -20.6425 -7.0160
H -0.5183 -12.0556 -5.8184
P 1.0796 -13.9200 -6.7498
O -0.6488 -21.1328 -8.1059
N -0.0054 -15.0780 -6.8146
S -3.6771 -14.8758 -6.3016
H 3.1489 -12.7900 -4.7096
H 4.2344 -13.0210 -6.4822
C -3.7700 -15.2908 -4.5856
C 2.6430 -15.7320 -8.1743
C 2.1256 -12.3235 -4.5949
I -2.3381 -17.4015 -9.6150
H 4.0244 -16.0731 -6.2022
I -4.1835 -19.0914 -5.9912
C -0.3819 -12.6701 -4.9295
H 0.1984 -20.5568 -3.8455
H 1.1902 -21.8677 -6.4937
H -6.5917 -15.7425 -3.4821
H -0.3553 -22.2702 -5.5897
H 2.4013 -13.1571 -9.4642
C -0.8591 -12.6234 -8.4137
C 2.7553 -14.6118 -7.0615
H 3.7438 -14.8177 -5.1074
H 2.0503 -11.9867 -3.5479
C -0.0411 -19.1895 -5.4536
```

## Q
This record from the OMol25 dataset describes a structure of composition C19H36I2LaN2O3PS2. The level of theory is ωB97M-V/def2-TZVPD.

Its HOMO energy is -0.284 hartree. The LUMO energy comes out at -2.258 eV. The charge is 0.

The geometry in XYZ format:
```
66
C19H36I2LaN2O3PS2 ωB97M-V/def2-TZVPD
H -2.4098 -1.1091 10.2961
C -4.9293 -3.3097 18.2371
H -1.0828 -5.3834 12.6364
C -6.4989 -4.1251 13.0412
H -4.6230 -6.6694 11.5510
O -4.7897 -2.4657 17.0754
H 0.4483 0.1791 16.3861
H -5.2593 -1.3919 12.8637
C -4.1300 -6.0499 14.1232
I -0.9869 1.3130 14.3423
H -3.4437 -4.0512 9.6424
C -0.8033 -3.4392 16.8295
H -5.3312 -2.7162 19.0772
H -1.6405 -6.6529 13.6634
C -5.9259 -1.9057 12.1778
C -3.5640 -6.5572 11.7610
H -1.9068 -3.1715 9.3757
C 0.1831 -4.1736 17.7566
C -0.4503 0.8271 16.4392
N -0.2563 -2.6037 15.9843
H -5.6943 -4.0756 18.0360
H -1.1002 -2.9491 13.0514
C -2.6352 -3.0078 11.3636
O 1.9238 -1.7742 15.7017
I -1.7219 0.1338 18.2526
H -0.1259 -3.9001 18.7927
H 2.1548 -4.4109 16.8430
H -7.0063 -3.7036 10.4803
S -5.3144 -0.2347 15.8237
H -4.1393 -5.3558 14.9887
H -0.1822 1.7974 16.8460
H -5.8994 -1.5131 11.1573
C -1.8503 -5.6577 13.3287
H -7.5088 -3.8317 12.8160
H 0.1026 -5.2359 17.6045
H 2.2012 -3.2002 18.0437
H -1.6650 -5.0112 14.1695
C -5.5251 -3.4168 12.0752
H -4.1360 -1.6827 10.4514
H -1.8804 -4.8103 10.2146
H -3.9551 -3.7478 18.3867
C 1.1713 -2.5813 16.2046
H -0.4240 -3.3902 11.4938
C -1.1957 -2.7557 11.9601
C 1.5549 -3.6296 17.2922
La -2.7735 -1.5754 15.7009
H -3.1840 -7.5327 12.1139
C -5.8561 -1.6331 16.7369
C -3.1566 -1.5821 10.9613
H -6.9640 -1.8866 12.5315
H -6.3852 -5.1902 13.1396
O -2.0715 -3.6038 16.9439
N -3.4261 -2.9047 13.9817
H -6.3968 -3.6926 14.0665
C -5.9145 -3.8835 10.6223
H -5.7520 -4.9393 10.4917
C -3.3313 -5.5595 12.8933
H -5.1793 -6.2313 13.8927
C -2.4449 -3.8532 10.0802
P -3.7142 -3.7139 12.6964
H -0.9283 -1.6666 11.8708
H -3.2763 -0.9621 11.8647
H -3.7365 -7.0549 14.4393
S -7.3975 -1.9923 17.1756
H -3.0743 -6.4302 10.8014
H -5.4744 -3.2568 9.8327
```

Bottom line: Q, by a margin of 1.061 eV.

## P
This record from the OMol25 dataset describes a cluster of 2 separate species, C5H10N2 in total. The level of theory is ωB97M-V/def2-TZVPD.

Its HOMO energy is -0.288 hartree. The LUMO energy comes out at 0.869 eV. The charge is 0. Its SMILES is N=C=CN.C=CC.

The geometry in XYZ format:
```
17
C5H10N2 ωB97M-V/def2-TZVPD
N 5.4191 2.1641 -0.9639
C -3.9650 -0.8928 1.3962
C -4.2378 -0.4766 -0.0103
H -3.3976 -0.0355 -0.5324
H 6.3890 1.9019 -0.8385
C 4.8821 -0.1229 -0.3738
H 3.4892 1.3643 -0.6451
H -4.8491 -1.3324 1.8518
H 5.3494 -1.7725 0.5268
C 4.5386 1.1078 -0.6296
C -5.3997 -0.6120 -0.6202
H -6.2521 -1.0474 -0.1239
N 5.1802 -1.3082 -0.3620
H -3.1547 -1.6212 1.4221
H -5.5521 -0.2954 -1.6381
H 5.2132 3.0115 -0.4477
H -3.6528 -0.0328 1.9887
```

## Q
This record from the OMol25 dataset describes the molecule C5H10N2. The level of theory is ωB97M-V/def2-TZVPD.

Its HOMO energy is -0.312 hartree. The LUMO energy comes out at 0.657 eV. The charge is 0. Its SMILES is C=N/C=C/CCN.

The geometry in XYZ format:
```
17
C5H10N2 ωB97M-V/def2-TZVPD
C 0.2933 -1.1707 -0.0070
H 2.3069 -0.0860 1.3762
H 1.9144 -1.1901 -1.3831
C -2.5756 2.2396 0.2680
H -1.5572 2.6522 0.2009
H -1.8633 -0.2340 -1.5340
H 3.6296 -0.3822 0.3071
H -3.2887 3.0356 0.2158
N -2.8884 1.0459 -0.0194
H -0.0673 0.8481 0.7257
H -0.1082 -1.7936 -0.7405
H 2.0145 -2.2553 -0.0540
H 0.1079 -1.5065 1.0411
C 1.7760 -1.2474 -0.3190
C -1.7929 0.2708 -0.5414
C -0.4945 0.1976 -0.0092
N 2.5934 -0.4240 0.4727
```

## R
This record from the OMol25 dataset describes a cluster of 2 separate species, C5H10N2 in total. The level of theory is ωB97M-V/def2-TZVPD.

Its HOMO energy is -0.320 hartree. The LUMO energy comes out at 0.950 eV. The charge is 0. Its SMILES is CC(C)=N.C=C=N.

The geometry in XYZ format:
```
17
C5H10N2 ωB97M-V/def2-TZVPD
H -1.8337 -0.2115 1.8389
H -1.4527 2.3974 -0.8608
N 0.8440 -2.5678 -0.7068
H -2.4713 0.9659 -0.6148
H -1.3397 -1.1674 0.4737
C -1.7360 1.6208 -0.1523
H -0.1627 -0.8048 1.7793
H 3.3525 -0.7482 -1.7217
H -2.2477 2.1273 0.6665
H 0.7881 2.1498 0.1124
H 1.0357 -3.3227 -0.0571
C -0.9891 -0.4219 1.1872
C 1.6828 -1.7062 -0.9267
N 0.5869 1.2882 0.6162
C -0.5581 0.7895 0.4208
H 2.0716 0.2928 -0.8788
C 2.4293 -0.6811 -1.1761
```

Bottom line: R, by a margin of 0.438 eV.

## P
This record from the OMol25 dataset describes the molecule C5H10N2. The level of theory is ωB97M-V/def2-TZVPD.

Its HOMO energy (alpha / beta) is -0.256 / -0.256 hartree. The LUMO energy (alpha / beta) comes out at 0.969 / 0.969 eV. The charge is 0. Its SMILES is C[C@]12CN1C[C@H]2N.

The geometry in XYZ format:
```
17
C5H10N2 ωB97M-V/def2-TZVPD
C -0.2611 0.9656 1.3927
C -1.0789 0.8475 -0.8526
H -1.2524 0.7321 1.7751
H 1.0330 -2.0445 0.6887
H -0.5604 -1.3419 -1.1483
H 1.7283 -0.5791 -2.0071
N 0.8713 -0.0350 -2.0805
H 0.3822 1.4323 2.1346
H 1.0568 -1.0710 2.1482
N -0.1326 1.4121 0.0916
H -0.4916 -1.6363 1.4765
C 0.4278 -0.0130 0.3789
H -2.0550 0.5615 -0.4375
H -1.2473 1.4373 -1.7582
H 1.1720 0.9398 -2.0052
C -0.0934 -0.3609 -1.0160
C 0.5012 -1.2466 1.2190
```

## Q
This record from the OMol25 dataset describes the molecule C5H10N2. The level of theory is ωB97M-V/def2-TZVPD.

Its HOMO energy is -0.242 hartree. The LUMO energy comes out at 0.902 eV. The charge is 0.

The geometry in XYZ format:
```
17
C5H10N2 ωB97M-V/def2-TZVPD
C 0.8170 0.6019 2.2460
H -1.0839 -0.1525 -2.8580
H -1.3461 0.9120 -0.5479
H -0.5325 -2.5374 -1.2552
H 0.9124 1.0334 3.2396
H 1.6444 0.8826 0.4085
H 0.3638 -1.1376 -3.1109
N 1.2771 1.4635 1.1619
C -0.1746 1.1695 1.3007
H 0.3919 0.2702 -2.0037
C -0.2077 -0.5864 -2.3565
H -0.7242 2.0479 1.6328
H -0.4419 -1.5210 0.8238
C -0.4797 -1.4592 -1.1843
C -0.8764 0.3856 0.2724
H 1.0516 -0.4617 2.2096
N -0.5912 -0.9107 0.0213
```

Bottom line: Q, by a margin of 2.814 eV.